[1]
Density functional theory data (ωB97M-V/def2-TZVPD) for C26H42Cr2F2O22P2 as an isolated structure.

Geometry as XYZ:
```
96
Properties=species:S:1:pos:R:3
C 0.632 3.895 0.400
H 1.013 1.982 3.091
C 4.288 1.534 -1.599
H -4.673 -1.471 -1.758
O -0.001 3.274 4.897
O 1.049 2.567 -3.689
C 3.338 -2.824 -1.361
H -1.470 -2.070 4.474
C -4.507 -5.211 1.949
O -5.516 -4.210 0.170
P -0.474 0.267 -0.365
C -4.007 0.302 -2.265
Cr 0.811 0.396 -3.365
F -1.259 1.444 0.337
H -4.487 4.039 1.340
H 5.360 3.149 -0.791
H 1.449 6.973 -0.992
C 3.742 -4.149 -0.965
H 6.218 1.265 -2.506
C -1.963 -5.290 2.093
C 1.067 6.319 -0.211
H 1.800 -0.310 2.112
H 5.740 -0.016 -1.417
H 0.047 6.625 0.036
C 5.364 0.663 -2.184
H -3.104 0.794 -1.924
C -1.934 -4.523 0.857
H 0.544 2.381 -5.714
O -0.958 -5.658 2.682
O 1.623 4.548 -1.661
O -2.908 -3.325 -0.798
H 1.154 4.077 1.346
C 0.796 3.132 -4.970
Cr -1.976 -2.071 -2.322
H -1.485 0.769 5.798
C 2.637 -5.238 -0.915
C -3.465 3.674 1.471
O -3.485 2.267 1.529
H -0.958 -4.285 0.459
H -0.671 1.419 2.656
H 1.037 3.284 -3.040
H 4.118 -2.083 -1.448
C 0.120 1.450 3.403
C -3.368 -5.678 2.670
H -2.565 1.577 4.644
C -4.436 -4.438 0.808
H 1.692 3.666 -5.307
C 1.299 -4.882 -1.402
H -4.177 0.464 -3.333
H -2.996 4.100 2.362
H -2.054 2.427 6.062
H -2.643 1.936 1.180
C -1.711 1.718 5.310
O -0.698 -0.900 -3.125
H -5.465 -5.486 2.365
O -3.821 -1.099 -2.009
C 3.637 -0.826 1.780
C 1.013 -3.632 -1.923
O 1.909 -1.386 -2.359
C 2.084 -2.548 -1.874
H -2.973 4.034 0.557
H -1.292 -2.112 2.187
H 3.324 -1.208 0.805
O -1.090 0.934 -3.727
O -2.226 -1.591 -4.188
O 2.814 -6.327 -0.417
H 4.284 -1.567 2.246
H -0.007 3.866 -4.884
O -3.451 -6.268 3.750
H 3.800 2.932 -0.039
C -2.075 -1.550 2.706
F 0.595 -0.235 0.696
O 0.209 -0.585 -4.999
H 4.217 0.078 1.563
O -0.213 -3.432 -2.188
H 0.552 -5.661 -1.450
H -4.899 0.770 -1.842
H -2.277 -0.654 2.120
O -1.582 -1.238 4.005
H 5.095 1.800 0.400
C 1.133 4.869 -0.597
H -2.966 -2.181 2.717
H -0.427 4.047 0.622
H 1.625 6.550 0.700
C -0.496 2.205 4.578
O 2.533 -0.643 2.647
C -3.085 -4.092 0.224
O 0.411 0.835 -1.436
O 4.871 -4.463 -0.622
H 4.949 0.144 -3.045
O -1.421 -0.833 -0.751
H 0.396 0.449 3.733
H 0.755 2.842 0.156
C 4.669 2.391 -0.409
P -1.238 -0.405 -4.524
O 3.143 1.526 -1.980
```

Summary:
LUMO level (spin up / spin down) ... 1.2 / 1.7 eV
F_max ... 8.43 eV/A
⟨S²⟩ ... 12.18
HOMO-LUMO gap (spin up / spin down) ... 2.52 / 3.14 eV
Spin multiplicity ... 7
HOMO energy (spin up / spin down) ... -1.293 / -1.469 eV
Charge ... -2

Per-atom Mulliken charges, elementary charge units:
1 C -0.3582
2 H 0.4433
3 C 0.9057
4 H 0.2318
5 O -0.6493
6 O 0.1286
7 C -0.8281
8 H 0.2905
9 C -0.7617
10 O -0.8438
11 P -1.3129
12 C -0.5674
13 Cr 0.2719
14 F 0.3006
15 H 0.3183
16 H 0.4013
17 H 0.3697
18 C 0.1297
19 H 0.4453
20 C 0.4642
21 C -1.5136
22 H 0.3447
23 H 0.3494
24 H 0.3774
25 C -1.4471
26 H -0.0295
27 C -0.4482
28 H 0.2510
29 O -0.6961
30 O -0.6313
31 O -0.0923
32 H 0.4693
33 C -0.8614
34 Cr -0.4070
35 H 0.2503
36 C 0.4152
37 C -0.6853
38 O -0.5545
39 H 0.7031
40 H -0.3978
41 H 0.1905
42 H 0.3090
43 C -0.0055
44 C 0.4766
45 H 0.2498
46 C 0.4166
47 H 0.2848
48 C -0.4472
49 H 0.2090
50 H 0.2331
51 H 0.3749
52 H 0.4618
53 C -1.0557
54 O 2.0661
55 H 0.3431
56 O 0.0088
57 C -0.0506
58 C 0.1827
59 O 0.2852
60 C 0.0798
61 H 0.2296
62 H 0.0902
63 H -0.0772
64 O -0.6623
65 O -0.6237
66 O -0.6653
67 H 0.3420
68 H 0.2716
69 O -0.7580
70 H -0.0133
71 C -0.2603
72 F 0.1342
73 O -0.6145
74 H -0.0121
75 O -0.5957
76 H 0.3709
77 H 0.3885
78 H -0.0203
79 O -0.4911
80 H 0.3335
81 C 0.6354
82 H 0.4602
83 H 0.3376
84 H 0.3705
85 C 0.2947
86 O -0.5864
87 C -0.2367
88 O 0.8182
89 O -0.7119
90 H 0.2415
91 O 0.3666
92 H 0.4072
93 H -0.4361
94 C -1.0401
95 P 0.6111
96 O -0.2868

***

[2]
Density functional theory data (ωB97M-V/def2-TZVPD) for C26H42FN8NiO4S as an isolated structure.

Geometry as XYZ:
```
83
Properties=species:S:1:pos:R:3
H 0.054 -6.341 5.520
C 4.290 -1.330 2.659
C 0.451 0.415 -2.770
H 4.921 -0.532 2.259
H 6.772 -2.391 1.822
H -0.718 -5.341 3.370
O 2.949 1.551 1.865
H -2.188 0.971 -2.922
C 0.751 -1.535 -4.099
H 0.507 -5.305 6.857
H 1.185 0.465 -4.786
N -0.346 2.334 -1.403
H 0.323 -2.765 -0.105
S 0.654 -1.471 2.886
C 0.873 2.651 2.036
C -0.940 0.640 5.349
H 1.045 -2.012 -5.025
H -3.138 -2.470 0.083
H -1.178 -3.227 -0.913
C 1.401 -2.940 2.509
O 1.304 0.835 0.522
C -0.099 -4.227 5.121
H 2.609 -4.637 5.550
N 0.017 -0.333 -1.761
H 0.349 2.457 -3.416
C -3.129 -0.640 -1.062
N -1.427 0.648 4.027
C 3.382 -1.800 1.527
H 0.134 3.005 1.320
H 0.114 3.102 -0.932
C -0.074 -1.654 -1.869
H 0.205 -3.376 -3.117
C -2.579 1.560 -2.088
C 5.159 -2.426 3.275
C -0.333 -4.349 3.617
H -1.070 -3.612 3.307
C 6.091 -3.114 2.278
H 1.568 2.104 -2.188
H 6.695 -3.877 2.770
H -2.119 3.341 -1.001
H -2.168 -0.012 3.838
H -2.701 -1.065 -1.972
C -1.691 2.764 -1.824
H -0.986 -1.686 1.250
N 0.860 -4.144 2.799
C 0.541 1.897 -2.496
C 0.149 1.593 5.510
H -1.657 3.410 -2.705
F 0.631 1.772 6.732
H -4.215 -0.645 -1.176
H 3.960 -2.062 0.639
H 1.488 2.924 4.576
H 3.060 -3.871 1.828
N 0.149 2.089 3.181
C -2.721 -1.461 0.150
H 1.478 3.478 2.391
C -0.555 -2.374 -0.627
H -1.077 -4.085 5.590
H 2.549 -6.326 6.064
H -3.580 1.895 -2.369
N -1.261 -1.475 0.289
H -3.073 1.180 -0.139
H 1.449 -4.950 2.667
Ni -0.587 0.594 -0.024
C 1.811 1.591 1.429
O -1.415 -0.083 6.181
C 0.833 -0.156 -3.971
H 5.542 -3.603 1.468
N -2.583 0.710 -0.896
C -0.905 1.277 2.950
O -1.415 1.120 1.816
H 3.664 -0.876 3.431
C 2.075 -5.582 5.422
H 2.698 -0.999 1.254
H 5.758 -1.979 4.071
H 0.469 -3.313 5.309
C 0.593 -5.423 5.775
H -3.127 -0.985 1.045
C 0.286 -2.300 -3.039
H 4.521 -3.171 3.762
N 2.587 -2.981 1.877
H 2.222 -5.920 4.392
C 0.656 2.245 4.466
```

Summary:
LUMO level (spin up / spin down) ... -2.2 / -2.2 eV
F_max ... 0.61 eV/A
⟨S²⟩ ... 2.00
HOMO-LUMO gap (spin up / spin down) ... 8.39 / 8.41 eV
Spin multiplicity ... 3
HOMO energy (spin up / spin down) ... -10.613 / -10.611 eV
Charge ... +1
ΔE to the lowest compared entry with this formula, charge and spin ... 56.0 kJ/mol

Per-atom Mulliken charges, elementary charge units:
1 H 0.2945
2 C -0.3079
3 C 0.8601
4 H 0.5209
5 H 0.2944
6 H 0.6458
7 O -0.7149
8 H 0.3009
9 C -0.5184
10 H 0.3408
11 H 0.5514
12 N -0.2957
13 H 0.0878
14 S 0.2711
15 C -1.3345
16 C 0.2581
17 H 0.4508
18 H 0.5220
19 H 0.3937
20 C -0.5114
21 O -0.6569
22 C -0.2693
23 H 0.2192
24 N 1.2489
25 H 0.4242
26 C -0.9287
27 N 0.1310
28 C -0.1728
29 H 0.1975
30 H 0.3743
31 C 0.5520
32 H 0.5538
33 C -0.7339
34 C -0.3159
35 C -0.9044
36 H 0.0935
37 C -1.2105
38 H 0.4286
39 H 0.3839
40 H 0.4760
41 H 0.2202
42 H 0.2917
43 C -0.9851
44 H -0.5095
45 N -0.1289
46 C -1.5172
47 C 0.3874
48 H 0.4132
49 F -0.3114
50 H 0.5678
51 H 0.5436
52 H 0.4198
53 H 0.3603
54 N 0.3276
55 C -0.8802
56 H 0.5054
57 C -0.8974
58 H 0.4337
59 H 0.4170
60 H 0.5145
61 N 0.3409
62 H 0.3251
63 H 0.2511
64 Ni 1.5744
65 C 0.8255
66 O -0.6032
67 C -1.0329
68 H 0.2744
69 N 0.0752
70 C 0.0040
71 O -0.8559
72 H 0.0648
73 C -0.9485
74 H -0.7038
75 H 0.4429
76 H 0.1673
77 C -0.6717
78 H 0.3574
79 C -1.1569
80 H -0.0176
81 N 0.0349
82 H 0.1985
83 C -0.1183

***

[3]
Density functional theory data (ωB97M-V/def2-TZVPD) for C26H42GeN5O3Ru as an isolated structure.

Geometry as XYZ:
```
78
Properties=species:S:1:pos:R:3
H -4.207 -1.708 1.621
H 2.207 3.436 -1.077
C 1.176 3.207 -1.335
H 2.715 -1.047 -3.752
C -1.237 -1.964 3.252
H -2.858 -4.740 4.313
H -0.113 -1.594 -3.267
O 3.365 -1.826 1.498
H 3.548 2.423 -2.949
N 0.633 2.249 -0.354
H -4.531 0.525 -0.032
H 3.699 0.721 -3.336
C -0.794 2.654 2.965
H 1.038 2.392 0.569
Ru 0.613 -0.080 -0.937
C -2.670 -3.827 3.765
C 1.722 1.503 3.266
H -0.365 -4.029 1.649
H -2.038 2.821 -1.574
H 2.692 1.038 3.396
H 1.187 -2.362 -2.668
C 1.818 -3.738 1.629
H 2.206 3.246 4.416
H -3.194 2.680 -0.229
H 0.351 0.800 -4.304
H 1.976 1.054 -4.923
H -3.746 2.511 -1.903
N 1.746 1.311 -2.821
H 1.548 3.333 -3.440
N 3.039 -0.089 -0.762
C 3.212 1.423 -2.660
C 2.315 -2.358 1.214
C 0.732 0.837 2.552
H 3.332 -0.890 -1.314
H 2.545 -4.493 1.335
Ge -2.068 0.381 1.692
C -2.929 2.296 -1.215
C 1.408 0.636 -4.085
H -0.309 -1.431 3.412
H -4.594 -3.818 2.806
H 0.044 2.508 -3.016
H -0.371 2.377 -0.249
C 1.452 2.744 3.826
H -3.818 -0.991 -0.643
C -4.004 0.061 -0.866
H 0.003 4.315 4.055
C 0.452 -3.889 0.942
H -2.582 0.775 -3.310
O -0.622 -2.179 -0.507
H 1.478 -1.312 -4.968
C -2.222 -1.441 2.422
C -2.691 0.786 -1.141
C 1.093 2.626 -2.737
N 1.339 -1.764 0.433
H 0.954 -0.122 2.100
C 3.688 1.125 -1.244
H -2.235 -0.796 -2.554
H 1.750 -3.770 2.717
C -0.543 1.392 2.428
H -1.029 0.521 -2.494
C -2.105 0.284 -2.462
C -3.429 -2.115 2.256
C -1.461 -3.164 3.919
H 4.777 1.029 -1.260
C 1.669 -0.858 -3.994
N 0.836 -1.447 -2.934
H 3.447 1.932 -0.555
H 3.295 -0.306 0.206
C 0.293 -2.573 0.230
C 0.208 3.333 3.649
O -1.719 0.504 -0.105
H -4.646 0.118 -1.745
H 0.409 -4.709 0.224
H -1.774 3.106 2.864
H -3.378 1.136 1.914
H -0.698 -3.563 4.576
H 0.621 4.147 -1.317
C -3.648 -3.308 2.930
```

Summary:
LUMO level (spin up / spin down) ... -4.7 / -8.0 eV
F_max ... 1.26 eV/A
⟨S²⟩ ... 8.76
HOMO-LUMO gap (spin up / spin down) ... 9.45 / 6.13 eV
Spin multiplicity ... 6
HOMO energy (spin up / spin down) ... -14.158 / -14.158 eV
Charge ... +2
ΔE to the lowest compared entry with this formula, charge and spin ... 74.3 kJ/mol

Per-atom Mulliken charges, elementary charge units:
1 H 0.3887
2 H 0.2477
3 C -0.9856
4 H 0.3809
5 C -0.2691
6 H 0.4261
7 H 0.2041
8 O -0.6599
9 H 0.3030
10 N -0.0887
11 H 0.4644
12 H 0.4570
13 C -0.4149
14 H 0.0392
15 Ru 1.7107
16 C -0.4858
17 C -1.1344
18 H 0.0189
19 H 0.2933
20 H 0.5414
21 H 0.2371
22 C -0.6735
23 H 0.4502
24 H 0.3153
25 H 0.4630
26 H 0.4152
27 H 0.5072
28 N 0.5970
29 H 0.4407
30 N -0.3671
31 C -0.9041
32 C 0.1776
33 C 0.8380
34 H 0.1582
35 H 0.3785
36 Ge 0.7096
37 C -1.5388
38 C -0.7172
39 H 0.4603
40 H 0.4336
41 H 0.4613
42 H 0.0855
43 C -0.6468
44 H 0.3496
45 C -1.9356
46 H 0.4605
47 C -0.4356
48 H 0.5386
49 O -0.4156
50 H 0.5122
51 C 0.6777
52 C 1.1939
53 C -0.9578
54 N 0.4024
55 H 0.1797
56 C -0.9059
57 H 0.3753
58 H 0.2823
59 C -0.3021
60 H -0.4782
61 C -0.7540
62 C -0.6440
63 C -0.7766
64 H 0.5605
65 C -0.9070
66 N -0.4066
67 H 0.3644
68 H 0.1968
69 C -0.0962
70 C -0.7507
71 O 0.3343
72 H 0.5133
73 H 0.4338
74 H 0.4678
75 H -0.0879
76 H 0.4686
77 H 0.5896
78 C -0.7656